2 unconnected molecules or ions with the total composition NO5S at a distorted geometry, computed with the ωB97M-V functional and the def2-TZVPD basis.

```
7
NO5S, DFT the ωB97M-V functional and the def2-TZVPD basis
N -2.83 0.34 -0.52
O -1.62 0.05 -0.46
O 1.62 -0.81 -0.95
O -3.68 -0.20 0.22
O 1.98 1.38 0.17
O 2.70 -0.67 1.28
S 1.84 -0.09 0.25
```

Output
Frontier orbital gap (alpha / beta): 6.793 / 3.617 eV
Net charge: -1
Maximum force: 3.99 eV/Å
HOMO energy (alpha / beta): -4.8229 / -3.0187 eV